No. 1
# C4H6N2

A structure of composition C4H6N2 (ωB97M-V/def2-TZVPD, the Open Molecules 2025 dataset).

Structure (XYZ):
```
12
Properties=species:S:1:pos:R:3:mulliken_charge:R:1
H 0.18 -0.52 2.20 0.377
H 0.60 2.08 0.86 0.214
H 1.02 -0.11 -1.91 0.321
H -1.77 -1.85 0.72 0.377
N 0.83 0.07 0.19 -0.005
H 0.61 1.86 -0.95 0.249
C 0.59 -0.54 -1.00 -0.232
H -1.04 0.29 -0.78 0.352
C -0.91 -1.27 0.41 -0.317
C 0.03 -0.65 1.13 -0.128
N -0.71 -0.95 -0.98 -0.439
C 0.35 1.42 0.02 -0.767
```

The relative energy (zero: lowest compared OMol25 entry of this formula, charge and spin) is 5.882 eV. Its calculated total energy is -265.319402 hartree. The value obtained for the HOMO energy (alpha / beta) is -7.955 / -7.888 eV. The frontier orbital gap (alpha / beta) is 0.29559 / 0.28924 Eh.



No. 2
# C4H6N2

An isolated molecule of C4H6N2 at a distorted geometry (ωB97M-V/def2-TZVPD, the Open Molecules 2025 dataset).

Structure (XYZ):
```
12
Properties=species:S:1:pos:R:3:mulliken_charge:R:1
C -0.52 -0.58 -0.53 0.356
H 1.05 -2.08 0.16 0.253
H 0.58 1.60 0.07 0.312
H 1.58 -0.51 -0.65 0.254
C 0.80 -1.06 -0.12 -0.227
H 1.00 1.20 1.76 0.288
N -0.07 -0.31 0.78 -0.327
H -0.42 0.25 -1.26 0.198
C -1.84 -1.18 -0.93 -0.331
H -0.68 1.62 1.32 0.280
C 0.23 1.10 0.99 -0.770
N -2.12 -0.40 -1.77 -0.285
```

The relative energy (zero: lowest compared OMol25 entry of this formula, charge and spin) is 4.566 eV. Its calculated total energy is -265.367778 hartree. The SMILES is CN1C[C@H]1C#N. The value obtained for the HOMO energy is -10.052 eV. The frontier orbital gap is 0.36383 Eh.



No. 3
# C4H6N2

A structure of composition C4H6N2 at a distorted geometry (ωB97M-V/def2-TZVPD, the Open Molecules 2025 dataset).

Structure (XYZ):
```
12
Properties=species:S:1:pos:R:3:mulliken_charge:R:1
H -2.18 -0.10 1.39 0.208
H -1.16 0.12 -1.59 0.332
N -1.28 0.18 1.04 -0.355
C -0.18 -0.31 -1.46 -0.947
H 1.53 -1.17 -0.17 0.410
N 1.93 1.54 1.58 -0.378
C 0.88 -0.44 0.29 -0.305
H 0.57 0.39 -1.84 0.332
H -0.10 -1.28 -1.93 0.288
H -1.03 1.12 1.33 0.174
C -0.49 -0.67 0.36 0.163
C 1.52 0.62 1.00 0.078
```

The relative energy (zero: lowest compared OMol25 entry of this formula, charge and spin) is 4.204 eV. Its calculated total energy is -265.381062 hartree. The value obtained for the HOMO energy (alpha / beta) is -8.741 / -8.740 eV. The frontier orbital gap (alpha / beta) is 0.32014 / 0.32010 Eh.



No. 4
# C4H6N2

An isolated molecule of C4H6N2 (ωB97M-V/def2-TZVPD, the Open Molecules 2025 dataset).

Structure (XYZ):
```
12
Properties=species:S:1:pos:R:3:mulliken_charge:R:1
N 1.85 0.46 0.01 -0.246
H 1.61 1.49 -0.24 0.444
C -0.38 1.20 -0.37 -1.098
H 0.14 -1.99 0.08 0.248
H -2.28 -1.52 0.36 0.374
C -1.68 0.57 -0.19 -0.256
N -0.19 -1.05 0.27 -0.168
H 2.20 0.38 0.97 0.336
H 2.52 0.02 -0.64 0.354
C -1.55 -0.75 0.17 -0.542
H -2.65 1.07 -0.28 0.374
C 0.43 0.12 -0.16 0.179
```

The relative energy (zero: lowest compared OMol25 entry of this formula, charge and spin) is 4.015 eV. Its calculated total energy is -265.388034 hartree. The value obtained for the HOMO energy is -7.325 eV. The frontier orbital gap is 0.27610 Eh.



No. 5
# C4H6N2

A structure of composition C4H6N2 at a distorted geometry (ωB97M-V/def2-TZVPD, the Open Molecules 2025 dataset).

Structure (XYZ):
```
12
Properties=species:S:1:pos:R:3:mulliken_charge:R:1
N -0.98 0.27 -0.35 -0.366
C -0.43 1.49 -0.63 -0.696
N -0.71 -1.75 0.42 -0.309
H -1.00 2.31 -1.06 0.386
C 0.93 1.46 -0.26 -0.100
H -0.43 -2.56 -0.14 0.290
C 1.23 0.17 0.26 -0.705
H 1.63 2.29 -0.36 0.388
H -1.61 -0.98 -0.08 0.584
H -0.83 -2.02 1.40 0.290
H 2.19 -0.18 0.63 0.393
C 0.01 -0.50 0.17 -0.155
```

The relative energy (zero: lowest compared OMol25 entry of this formula, charge and spin) is 2.604 eV. Its calculated total energy is -265.439859 hartree. The value obtained for the HOMO energy is -7.700 eV. The frontier orbital gap is 0.30227 Eh.



No. 6
# C4H6N2

An isolated molecule of C4H6N2 (ωB97M-V/def2-TZVPD, the Open Molecules 2025 dataset).

Structure (XYZ):
```
12
Properties=species:S:1:pos:R:3:mulliken_charge:R:1
H 0.71 -1.36 1.99 0.241
C 0.67 0.75 -0.96 -0.363
H 1.49 1.15 -1.55 0.312
H -0.55 2.49 -1.44 0.328
C -0.52 1.59 -0.80 0.036
H -1.43 0.53 0.48 0.341
H 1.65 -1.10 -0.69 0.358
N -1.53 1.40 -0.06 -0.687
C 0.75 -0.51 -0.48 0.139
H -0.82 -2.12 1.91 0.247
C -0.32 -1.22 0.19 -0.698
N -0.11 -1.59 1.42 -0.255
```

The relative energy (zero: lowest compared OMol25 entry of this formula, charge and spin) is 3.054 eV. Its calculated total energy is -265.423337 hartree. The value obtained for the HOMO energy is -8.242 eV. The frontier orbital gap is 0.31245 Eh.



No. 7
# C4H6N2

An isolated molecule of C4H6N2 at a distorted geometry (ωB97M-V/def2-TZVPD, the Open Molecules 2025 dataset).

Structure (XYZ):
```
12
Properties=species:S:1:pos:R:3:mulliken_charge:R:1
C -1.04 -0.01 -1.22 -1.009
C -0.09 0.54 1.07 -0.730
C 1.36 -0.74 -0.08 -0.694
H -0.36 1.57 1.12 0.400
N 1.12 0.35 1.83 -0.313
C 0.10 -0.26 -0.24 0.843
H -0.65 0.51 -2.19 0.239
H -1.02 0.29 1.56 0.355
H -1.38 -0.96 -1.64 0.308
N 1.88 -0.39 1.18 -0.252
H 1.86 -1.33 -0.75 0.526
H -1.78 0.43 -0.66 0.328
```

The relative energy (zero: lowest compared OMol25 entry of this formula, charge and spin) is 2.715 eV. Its calculated total energy is -265.435782 hartree. The SMILES is CC1=CN=NC1. The value obtained for the HOMO energy is -9.326 eV. The frontier orbital gap is 0.36175 Eh.



No. 8
# C4H6N2

A structure of composition C4H6N2 at a distorted geometry (ωB97M-V/def2-TZVPD, the Open Molecules 2025 dataset).

Structure (XYZ):
```
12
Properties=species:S:1:pos:R:3:mulliken_charge:R:1
H 0.25 -0.55 1.44 0.261
H -1.42 -1.09 -0.04 0.270
H 1.31 1.98 -0.30 0.303
H -0.30 -1.40 -1.51 0.295
N -0.43 1.13 -0.07 -0.403
N 2.85 0.18 -0.11 -0.495
C -0.38 -1.44 -0.40 -0.952
C 1.83 -0.27 0.09 0.305
C 0.30 2.15 -0.21 -0.287
H -0.30 3.10 -0.28 0.249
H -0.30 -2.49 -0.01 0.315
C 0.39 -0.46 0.40 0.139
```

The relative energy (zero: lowest compared OMol25 entry of this formula, charge and spin) is 2.908 eV. Its calculated total energy is -265.428717 hartree. The value obtained for the HOMO energy is -9.844 eV. The frontier orbital gap is 0.39100 Eh.



Among the records above, which one has the highest relative energy (zero: lowest compared OMol25 entry of this formula, charge and spin)?
number 1



Among the records above, which one has the lowest relative energy (zero: lowest compared OMol25 entry of this formula, charge and spin)?
number 5



Look up the relative energy (zero: lowest compared OMol25 entry of this formula, charge and spin) of the sixth one.
3.054 eV



Please write out number 4 again, unchanged.
# C4H6N2

An isolated molecule of C4H6N2 (ωB97M-V/def2-TZVPD, the Open Molecules 2025 dataset).

Structure (XYZ):
```
12
Properties=species:S:1:pos:R:3:mulliken_charge:R:1
N 1.85 0.46 0.01 -0.246
H 1.61 1.49 -0.24 0.444
C -0.38 1.20 -0.37 -1.098
H 0.14 -1.99 0.08 0.248
H -2.28 -1.52 0.36 0.374
C -1.68 0.57 -0.19 -0.256
N -0.19 -1.05 0.27 -0.168
H 2.20 0.38 0.97 0.336
H 2.52 0.02 -0.64 0.354
C -1.55 -0.75 0.17 -0.542
H -2.65 1.07 -0.28 0.374
C 0.43 0.12 -0.16 0.179
```

The relative energy (zero: lowest compared OMol25 entry of this formula, charge and spin) is 4.015 eV. Its calculated total energy is -265.388034 hartree. The value obtained for the HOMO energy is -7.325 eV. The frontier orbital gap is 0.27610 Eh.